No. 1
# C4H11NO2

A cluster of 2 separate species, C4H11NO2 in total (ωB97M-V/def2-TZVPD, OMol25).

Computed properties:
SMILES string	CN(C)CC=O.O
E_HOMO	-8.9	eV
total charge	0
Kohn-Sham gap	9.78	eV

Geometry as XYZ:
```
18
Properties=species:S:1:pos:R:3:forces:R:3:lowdin_charge:R:1
C 1.1427 1.1147 -0.5463 0.2978 0.0210 -0.3635 -0.09
N 1.2994 -0.1263 0.1915 -0.0580 0.1966 0.0140 -0.28
C 2.1229 0.0513 1.3689 0.4448 -0.5661 -0.0404 -0.11
C 0.0417 -0.7750 0.4422 -0.3769 -0.0873 0.2454 -0.20
C -0.3870 -1.5745 -0.7599 0.2608 -0.2231 -0.0099 -0.25
O -1.4681 -1.4831 -1.2770 -0.1219 0.0414 -0.0446 0.05
H 0.8804 1.9612 0.0988 -0.1680 0.0110 -0.0245 0.09
H 0.3945 1.0033 -1.3297 -0.1866 -0.0110 0.1184 0.08
H 2.0710 1.3445 -1.0726 0.1050 0.0921 0.1575 0.08
H 3.0304 0.5599 1.0581 0.1577 0.1192 0.0894 0.08
H 1.6768 0.6069 2.1984 -0.3103 0.2685 -0.0653 0.09
H 2.4230 -0.9249 1.7666 -0.0671 0.0908 -0.0878 0.09
H 0.1677 -1.4558 1.2853 -0.0182 -0.2393 -0.0146 0.13
H -0.7990 -0.1179 0.6949 0.1585 0.2683 0.1461 0.11
H 0.3907 -2.2636 -1.1515 -0.0928 0.0665 -0.0542 0.13
H -2.4942 1.1321 0.0348 -0.2048 0.0749 -0.4488 0.02
H -2.6139 2.6751 -0.2560 -0.1629 -0.1916 -0.3690 0.03
O -2.3533 2.0142 0.3836 0.3429 0.0679 0.7519 -0.06
```
Positions in Å, forces in eV/Å.

=====

No. 2
# C6H32O13

A cluster of 10 separate species, C6H32O13 in total at a distorted geometry (ωB97M-V/def2-TZVPD, OMol25).

Computed properties:
SMILES string	OCCO.OCCO.OCCO.O.O.O.O.O.O.O
E_HOMO	-9.4	eV
total charge	0
Kohn-Sham gap	9.28	eV

Geometry as XYZ:
```
51
Properties=species:S:1:pos:R:3:forces:R:3:lowdin_charge:R:1
O 0.6600 2.1355 3.0127 0.0747 -1.1300 0.9156 -0.07
H 0.9426 1.3164 3.5070 -0.3821 1.2458 -0.8428 0.08
H -0.2788 2.2354 3.2409 0.3405 -0.0584 -0.1261 0.05
O 3.2865 0.6044 1.9943 -0.0529 -0.4291 -0.1390 -0.02
H 3.9392 1.1031 2.4810 0.1977 0.5072 0.1449 0.06
H 3.5110 -0.3076 2.2158 -0.2689 -0.0938 0.2772 0.04
O 0.8944 3.2775 0.1739 0.4323 -0.3075 -1.8872 -0.04
H 0.9137 3.2600 1.1109 0.0256 -0.1757 1.6337 -0.01
H 1.6139 2.6815 -0.1064 -0.4893 0.4519 0.1813 0.05
O 0.5278 0.0542 0.7417 0.0202 -1.8315 -0.3538 -0.04
H 1.1528 0.6279 1.1381 0.4552 1.4182 0.9219 -0.01
H -0.0426 0.5334 0.1418 -0.2298 1.1013 -0.5615 0.01
O 1.8009 -2.3238 2.3827 0.5830 0.6081 -0.2685 -0.07
H 1.1479 -3.0194 2.3484 -0.2826 -0.1651 -0.1018 0.03
H 1.9701 -2.0364 1.4537 -0.4261 -0.8076 0.8295 -0.02
O 2.7598 -1.4283 0.0207 -0.8891 0.3451 -0.0292 -0.03
H 3.6159 -1.3190 0.3729 2.0571 -0.3168 0.1411 0.05
H 2.3366 -0.6471 0.4027 -0.7089 0.1859 -0.6293 0.02
O -1.5669 1.4940 -0.2090 -1.2230 -0.3496 -2.0124 -0.08
H -1.2626 2.2914 -0.7017 -0.0137 -0.7609 0.5959 0.06
H -2.0997 0.9813 -0.9037 1.1952 1.0586 1.4046 0.10
C -0.3198 1.6217 -3.7091 0.5925 0.7594 -0.5129 -0.26
C 0.7070 2.7816 -3.7384 -1.3768 -0.1823 -0.9371 -0.23
O 0.6873 3.5087 -4.9718 -0.1408 1.5887 1.1140 -0.08
O 0.0650 0.8556 -2.6245 0.8772 -1.1902 0.7113 -0.09
H -0.2899 1.1570 -4.6570 0.5583 -1.2578 -1.2104 0.10
H -1.4101 1.7565 -3.6333 0.4043 1.1539 0.4854 0.13
H 1.7434 2.4033 -3.6469 -0.6234 -0.1627 0.5748 0.13
H 0.3476 3.3794 -2.9168 0.7583 0.6816 0.5328 0.11
H 0.8058 4.4425 -4.6595 -0.1640 -1.1410 -1.0143 0.10
H 1.0055 0.6008 -2.7529 -0.9906 -0.2649 0.2510 0.10
C -0.1117 -3.3523 -0.8240 -0.6606 -0.1981 1.5175 -0.22
C -0.2238 -2.1541 -1.6680 1.2725 0.8828 -0.3856 -0.24
O 1.1257 -1.8389 -2.0974 -1.1977 0.0889 -1.2806 -0.08
O -1.4578 -3.6000 -0.2812 2.5046 -2.5947 -2.2481 -0.05
H 0.7682 -3.2903 -0.0978 -1.5494 0.3593 -0.0535 0.13
H 0.2853 -4.0875 -1.4605 -0.3788 -1.8212 -0.8161 0.10
H -0.5899 -1.3395 -1.0530 -0.4101 0.3229 -0.3099 0.08
H -0.9131 -2.3763 -2.5205 0.8459 0.5023 0.5042 0.15
H 1.6805 -1.7812 -1.3199 0.1605 -0.0281 0.2348 0.01
H -1.5024 -2.9133 0.3312 -0.7068 2.0049 1.9973 -0.03
C -2.7985 -0.7237 3.1280 -0.0880 0.0916 1.8111 -0.26
C -2.8398 -0.8894 1.6321 -0.1060 -2.2053 1.4215 -0.22
O -1.6059 -1.4701 1.2717 0.0058 1.0091 -0.5796 -0.09
O -3.8813 0.0156 3.6385 -2.2164 0.3488 -1.5383 -0.08
H -1.9653 -0.1174 3.4897 0.6548 -0.5318 -0.5165 0.12
H -2.8600 -1.6592 3.6979 0.7934 -0.3048 -0.5868 0.13
H -3.0397 0.0603 1.2259 -0.0574 1.2234 -1.0012 0.09
H -3.6414 -1.6145 1.3608 0.3319 0.5423 0.0609 0.15
H -1.0130 -0.7183 1.0721 0.3128 -0.7408 0.4441 0.05
H -4.5805 -0.1714 2.9660 0.1786 0.5676 1.2363 0.10
```
Positions in Å, forces in eV/Å.

=====

No. 3
# C16H19N3O3

The molecule C16H19N3O3 at a distorted geometry (ωB97M-V/def2-TZVPD, OMol25).

Computed properties:
SMILES string	O=C(NCCN1CCOCC1)c1cc(-c2ccccc2)on1
E_HOMO	-8.5	eV
total charge	0
Kohn-Sham gap	8.79	eV

Geometry as XYZ:
```
41
Properties=species:S:1:pos:R:3:forces:R:3:lowdin_charge:R:1
O 1.1631 1.6995 -2.2027 -0.2146 0.0797 -0.2278 0.07
C 0.8783 0.7960 -1.4394 0.4441 -0.1444 0.3741 -0.45
N 1.6261 0.4200 -0.3862 -0.0032 -0.1080 0.1631 0.08
H 1.2650 -0.2857 0.2396 -0.0452 -0.0016 -0.0211 0.12
C 2.7907 1.1442 0.0551 0.0223 0.3262 0.1414 -0.15
H 2.9477 1.9698 -0.6423 0.0820 -0.1210 0.0681 0.12
C 2.5735 1.6761 1.4764 0.1795 -0.1306 -0.3615 -0.17
N 2.2912 0.5637 2.3743 -0.0853 0.0478 -0.0592 -0.18
C 1.4010 0.8937 3.4689 0.0736 0.0282 0.1413 -0.16
C 2.0546 1.8873 4.4552 -0.1773 -0.0060 0.0238 -0.19
H 1.7815 2.9186 4.2229 -0.0472 -0.0712 0.0480 0.12
O 3.4643 1.8448 4.3583 0.1260 0.1113 -0.0786 -0.15
C 3.9415 0.5242 4.2331 0.0445 -0.0988 0.0164 -0.18
C 3.4796 -0.0990 2.8938 -0.0152 -0.0357 0.1168 -0.15
H 3.2432 -1.1584 3.0422 0.1600 0.0119 -0.0035 0.12
H 4.2717 -0.0274 2.1491 0.0010 -0.0580 -0.0117 0.11
H 5.0291 0.5940 4.2829 -0.0721 -0.1176 0.0477 0.12
H 3.5887 -0.0791 5.0830 0.0605 0.0181 -0.0453 0.12
H 1.7426 1.6620 5.4872 -0.0073 0.0644 -0.0916 0.12
H 1.1619 -0.0439 3.9794 -0.0822 0.0542 0.0079 0.12
H 0.4743 1.3073 3.0684 -0.0293 -0.0519 0.0705 0.12
H 1.7028 2.3349 1.4648 0.0200 0.0332 -0.0095 0.13
H 3.4456 2.2653 1.7873 -0.0749 0.0194 0.0203 0.13
H 3.6614 0.4807 0.0253 0.0082 0.1213 -0.0152 0.12
C -0.3449 -0.0305 -1.6087 -0.9368 -0.5337 -0.1390 -0.19
N -0.7137 -0.9386 -0.7327 0.9929 0.5189 0.3434 0.11
O -1.8567 -1.4906 -1.1821 -0.5971 -0.1833 -0.3954 0.02
C -2.2088 -0.9222 -2.3531 1.0194 0.9666 -0.2590 -0.20
C -1.2696 0.0289 -2.6754 -0.4441 -0.5742 0.3257 0.08
H -1.2173 0.6779 -3.5221 -0.0351 0.1310 -0.2130 0.12
C -3.4150 -1.3694 -3.0218 -0.4038 -0.3087 -0.0027 -0.15
C -3.7946 -0.8153 -4.2446 0.0879 -0.0700 0.2000 -0.02
C -4.9448 -1.2499 -4.8741 -0.0274 0.0202 -0.0543 -0.08
C -5.7277 -2.2369 -4.2963 -0.0317 -0.0283 0.0067 -0.08
C -5.3562 -2.7909 -3.0817 -0.0838 -0.0387 -0.0372 -0.07
C -4.2076 -2.3627 -2.4450 0.1557 0.1345 -0.0241 -0.02
H -3.9117 -2.7897 -1.4991 -0.0032 -0.0514 0.0700 0.12
H -5.9647 -3.5600 -2.6299 -0.0436 -0.0579 0.0370 0.10
H -6.6257 -2.5735 -4.7923 -0.0695 -0.0249 -0.0393 0.10
H -5.2333 -0.8177 -5.8207 -0.0142 0.0377 -0.0706 0.10
H -3.1871 -0.0475 -4.6972 0.0667 0.0913 -0.0626 0.11
```
Positions in Å, forces in eV/Å.

=====

No. 4
# C28H25BrNO16

A structure of composition C28H25BrNO16 at a distorted geometry (ωB97M-V/def2-TZVPD, OMol25).

Computed properties:
E_HOMO	-1.6	eV
total charge	-1
Kohn-Sham gap	1.62	eV

Geometry as XYZ:
```
71
Properties=species:S:1:pos:R:3:forces:R:3:lowdin_charge:R:1
C 6.5861 -1.5596 0.3577 -0.1172 0.0426 0.0421 -0.16
C 5.5607 -0.4778 0.0183 0.2358 0.0247 0.3033 -0.74
Br 5.0838 -0.5675 -1.8882 -0.0120 -0.0196 -0.2386 0.66
C 4.3069 -0.5508 0.8743 -0.0268 -0.0690 0.3774 -0.36
C 3.4553 -1.7934 0.7454 -0.2064 0.2824 -0.4743 -0.32
N 2.2175 -1.5305 0.0044 0.2107 -0.3535 0.0935 -0.05
H 6.1022 -2.3819 0.8771 -0.0557 -0.1413 -0.0652 0.06
H 7.0965 -1.9444 -0.5190 0.0862 -0.0047 -0.0687 0.05
H 7.3336 -1.1372 1.0292 0.0588 0.0083 0.0736 0.07
H 6.0271 0.4994 0.1336 -0.0021 0.1120 -0.2284 0.07
H 4.7028 -0.4288 1.8967 0.0301 0.0854 0.0594 0.08
H 3.6873 0.3241 0.6759 -0.0873 0.0597 0.0103 0.08
H 4.0188 -2.5741 0.2303 0.0798 -0.1892 0.1229 0.01
H 2.1592 -2.1526 -0.7970 -0.0293 0.0600 -0.1042 0.04
H 1.3852 -1.7380 0.5305 -0.0760 -0.0161 0.2816 0.00
C -4.1659 -2.1492 0.6549 -0.0842 -0.0213 0.0074 0.06
C -2.9551 -2.4341 0.1322 0.0221 -0.0199 0.1111 -0.26
C -1.6887 -1.9057 0.7076 -0.0538 0.1168 0.2745 -0.35
O -0.6361 -2.2254 0.1392 -0.0477 0.1148 -0.3618 0.02
C -1.7681 -1.0546 1.8608 0.0979 -0.0042 0.0195 0.07
C -2.9769 -0.7623 2.3799 -0.0064 -0.0443 -0.0431 -0.24
C -4.2482 -1.3011 1.8117 -0.0473 -0.0967 -0.1122 -0.34
O -5.2972 -0.9831 2.3800 0.0225 0.0280 0.0304 0.04
O -3.1611 0.0193 3.4427 0.2058 0.0902 0.1066 0.07
O -2.7712 -3.2014 -0.9377 -0.1041 -0.1344 -0.1466 0.10
H -5.0854 -2.5296 0.2324 0.0246 -0.0169 -0.0401 0.13
H -0.8453 -0.6699 2.2742 -0.0289 0.0340 0.0194 0.13
H -4.1286 0.0620 3.5783 -0.0496 0.0235 -0.0037 0.08
H -1.8005 -3.2215 -1.0640 0.0509 0.0353 0.0238 0.11
C 3.8099 0.0930 -5.3926 -0.0992 0.0446 0.1069 0.09
C 2.6592 0.7465 -5.6247 0.9985 -0.5163 -0.6812 -0.17
C 2.0848 0.9089 -7.0164 -0.0123 -0.0171 -0.1617 -0.30
O 1.0283 1.5081 -7.1096 0.0195 -0.0236 0.1464 0.12
C 2.8086 0.3576 -8.1424 -0.0423 0.0331 -0.0247 0.07
C 3.9575 -0.2907 -7.9103 -0.0850 0.0531 0.0492 -0.24
C 4.5228 -0.4691 -6.5163 0.0038 -0.0317 0.0124 -0.30
O 5.5694 -1.0900 -6.4476 -0.0187 0.0374 0.0085 0.11
O 4.7098 -0.8372 -8.8492 0.0315 -0.0448 -0.1816 0.11
O 1.9158 1.3064 -4.6896 3.0817 -1.2986 -4.5119 0.07
H 4.2322 -0.0397 -4.4049 -0.0825 0.0688 0.0055 0.05
H 2.3961 0.4881 -9.1325 0.0076 -0.0137 -0.0008 0.13
H 5.4663 -1.2368 -8.3716 0.0259 -0.0112 0.0533 0.12
H 1.1435 1.6916 -5.1503 -0.0688 0.1222 -0.5176 0.12
C -5.1517 -0.3082 8.7093 -0.0018 -0.0195 0.1102 0.07
C -5.4668 -0.0588 7.4288 0.0792 -0.0111 0.0685 -0.23
C -4.6115 0.8225 6.5442 0.1907 0.0790 0.0416 -0.30
O -4.9991 0.9726 5.4009 -0.1529 0.0154 -0.0339 0.10
C -3.4176 1.4206 7.0963 0.0180 0.0578 -0.0665 0.08
C -3.1042 1.1694 8.3756 -0.0861 -0.0323 -0.0991 -0.24
C -3.9529 0.2820 9.2598 -0.1985 -0.1001 -0.0799 -0.32
O -3.5628 0.1200 10.4033 0.0632 0.0379 0.0587 0.09
O -2.0420 1.6595 8.9892 0.1703 0.1142 0.0014 0.12
O -6.5287 -0.5453 6.8186 -0.1499 -0.0970 0.0011 0.13
H -5.7546 -0.9365 9.3489 -0.0128 -0.0162 -0.0223 0.13
H -2.8147 2.0462 6.4539 0.0298 -0.0180 0.0065 0.14
H -2.0659 1.3005 9.8979 -0.0413 -0.0457 0.0389 0.12
H -6.4895 -0.2211 5.8951 0.0416 0.0214 -0.0428 0.13
C 0.3251 1.7984 -3.2131 -1.6215 0.8500 1.9467 0.06
C -0.2438 0.8883 -2.3913 -0.5037 0.6740 -0.0995 -0.20
C -1.6433 1.0943 -1.8303 0.1056 -0.0828 -0.1682 -0.29
O -2.1064 0.2114 -1.1390 -0.1054 -0.0685 0.1327 0.13
C -2.3542 2.3167 -2.1624 -0.0272 0.0146 0.0325 0.07
C -1.7686 3.2081 -2.9710 -0.0165 -0.0501 0.0050 -0.24
C -0.3911 2.9918 -3.5563 -0.2617 -0.5423 0.5650 -0.31
O 0.0192 3.8783 -4.2945 0.1537 0.2197 -0.2678 0.08
O -2.3186 4.3528 -3.3479 -0.2450 0.2066 -0.0041 0.10
O 0.3677 -0.2076 -2.0395 0.1051 -0.3697 0.0182 0.14
H 1.3219 1.6636 -3.6095 -1.4940 0.7399 3.4520 0.03
H -3.3416 2.4603 -1.7472 -0.0041 0.0116 0.0030 0.13
H -1.6553 4.7727 -3.9330 0.0713 -0.0329 -0.0267 0.11
H -0.1440 -0.7141 -1.3735 0.0436 0.0557 0.0560 0.10
```
Positions in Å, forces in eV/Å.

=====

No. 5
# C2H2BrNO3

A cluster of 2 separate species, C2H2BrNO3 in total at a distorted geometry (ωB97M-V/def2-TZVPD, OMol25).

Computed properties:
SMILES string	C=[N+]([O-])Br.O=C=O
E_HOMO	-10.1	eV
total charge	0
Kohn-Sham gap	8.63	eV

Geometry as XYZ:
```
9
Properties=species:S:1:pos:R:3:forces:R:3:lowdin_charge:R:1
C -0.3988 0.4667 1.4517 -0.9104 -0.4234 0.8745 -0.51
C -1.3520 -0.6944 -1.7820 -1.2249 -0.3987 -1.3708 -0.01
N -1.0831 0.3760 -2.4901 0.0210 0.3293 0.8825 -0.52
O -0.8757 -0.5766 1.4664 -0.3569 -1.9575 -0.5599 0.19
O -0.0396 1.5335 1.5737 1.3068 2.5142 0.0698 0.18
O -1.5250 0.8941 -3.4994 0.6443 -1.1853 1.0639 -0.04
Br 0.4824 1.5405 -1.5531 -0.8606 -0.7182 -0.5613 0.53
H -1.0263 -0.8749 -0.7351 0.1583 0.3968 -1.4079 0.05
H -2.0822 -1.4231 -2.3077 1.2223 1.4429 1.0091 0.13
```
Positions in Å, forces in eV/Å.

=====

No. 6
# C2H3OP

The molecule C2H3OP at a distorted geometry (ωB97M-V/def2-TZVPD, OMol25).

Computed properties:
E_HOMO (spin up / spin down)	-7.4 / -7.6	eV
total charge	0
Kohn-Sham gap (spin up / spin down)	7.05 / 7.51	eV

Geometry as XYZ:
```
7
Properties=species:S:1:pos:R:3:forces:R:3:lowdin_charge:R:1
C -0.6096 0.2241 -0.4750 0.8192 -0.3143 -3.0346 -0.47
C -1.2027 0.5642 0.5640 0.2181 1.4090 2.1014 -0.01
O 1.6910 -0.9267 0.3737 -0.8304 -1.5533 -2.2891 -0.50
P 1.3728 0.6081 -0.0782 -2.4931 0.3046 0.3530 0.81
H -1.0468 -0.1062 -1.4607 0.7993 0.1033 1.0425 0.07
H -1.4681 1.0868 1.4775 0.2039 -0.5826 -0.3970 0.04
H 1.2634 -1.4503 -0.4013 1.2830 0.6334 2.2239 0.07
```
Positions in Å, forces in eV/Å.

=====

DFT total energy in eV, matching the order above: -9910.511; -33356.031; -27511.726; -133729.049; -79778.554; -13454.662